[1]
ORCA calculation (the ωB97M-V functional and the def2-TZVPD basis) on a cluster of 2 separate species, C7H11F in total.

Values from the calculation:
- Kohn-Sham gap: 9.9 eV
- SMILES: C/C=C(/C)F.C=C=C
- HOMO energy: -0.328 Ha

Positions of all 19 atoms, in Å:
F -0.989 -0.290 -1.542
C -0.939 0.555 -0.438
C 1.658 -0.084 -0.362
C -1.899 -1.282 0.842
C 1.705 -0.563 0.879
C -1.337 0.112 0.726
C 1.770 0.387 -1.575
C -0.671 1.937 -0.964
H 1.054 -0.484 1.713
H 1.166 -0.025 -2.414
H -1.495 2.523 -0.936
H -2.927 -1.307 1.123
H -1.348 -1.773 1.705
H 2.434 -1.491 0.978
H -0.340 1.990 -1.971
H -1.332 0.745 1.558
H -1.588 -1.892 0.055
H 0.149 2.356 -0.374
H 2.548 1.108 -1.456


[2]
ORCA calculation (the ωB97M-V functional and the def2-TZVPD basis) on the molecule C7H11F3INO2.

Values from the calculation:
- Kohn-Sham gap: 10.0 eV
- SMILES: C[C@H](I)CN(CCC(F)(F)F)C(=O)O
- HOMO energy: -0.360 Ha

Positions of all 25 atoms, in Å:
I 3.938 -1.835 0.128
F -2.766 1.151 1.058
F -4.060 -0.462 -0.057
F -3.380 -0.736 2.127
O 1.018 1.941 -2.437
O -0.054 2.831 -0.631
N 0.215 0.401 -0.763
C 1.295 -0.582 -1.050
C 0.460 1.709 -1.360
C -1.149 -0.120 -1.049
C -1.650 -0.858 0.314
C 2.036 0.183 1.419
C 1.921 -1.036 0.384
C -3.012 -0.232 0.849
H 2.130 -0.197 -1.713
H -1.174 -0.927 -1.861
H 0.865 -1.527 -1.510
H -1.908 0.702 -1.279
H 1.047 0.680 1.668
H 0.383 2.730 0.250
H -0.868 -0.677 1.129
H -1.747 -1.983 0.203
H 1.230 -1.843 0.783
H 2.437 -0.257 2.393
H 2.791 0.944 1.005


[3]
ORCA calculation (the ωB97M-V functional and the def2-TZVPD basis) on the ion C7H11FN with charge +1.

Values from the calculation:
- Kohn-Sham gap (spin up / spin down): 6.0 / 6.4 eV
- Spin multiplicity: 3
- Net charge: +1
- HOMO energy (spin up / spin down): -0.354 / -0.486 Ha

Positions of all 20 atoms, in Å:
F 2.654 1.185 0.665
N -1.788 1.751 0.563
C 1.703 -1.050 0.891
C 0.830 -2.086 0.520
C 2.095 0.023 0.195
C 1.973 0.091 -1.264
C -0.374 -1.833 0.086
C -0.762 0.647 0.436
C -1.182 -0.630 0.327
H 1.124 -3.084 0.488
H 0.203 0.876 0.413
H -1.375 2.516 1.008
H -2.234 -0.845 0.361
H 1.841 1.174 -1.626
H 2.936 -0.250 -1.509
H -1.082 -2.765 -0.087
H 2.011 -1.142 2.025
H 1.250 -0.623 -1.607
H -2.402 1.975 -0.306
H -2.569 1.565 1.295


[4]
ORCA calculation (the ωB97M-V functional and the def2-TZVPD basis) on the molecule C7H11FN2O3.

Values from the calculation:
- Kohn-Sham gap: 9.6 eV
- SMILES: C#CCOC(=O)N(F)C[C@H](O)CN
- HOMO energy: -0.348 Ha

Positions of all 24 atoms, in Å:
F 0.767 0.102 2.285
O 0.080 -1.327 -0.242
O 0.665 2.781 -0.202
O 2.585 1.553 0.550
N 0.172 1.093 1.584
N -3.686 -0.467 -0.433
C 3.511 -2.014 -0.126
C 3.445 -0.614 -0.393
C -2.282 -0.801 -0.911
C -1.132 0.680 0.948
C 1.109 1.800 0.633
C -1.177 -0.840 0.344
C 2.934 0.937 -0.748
H -1.950 0.715 1.816
H -1.929 0.091 -1.620
H -3.754 0.572 -0.341
H 1.986 0.893 -1.466
H -1.643 -1.557 1.164
H 3.821 1.523 -1.272
H -1.534 1.410 0.115
H -2.264 -1.805 -1.540
H 0.605 -0.604 -0.693
H 3.505 -3.196 0.035
H -3.831 -0.926 0.515


[5]
ORCA calculation (the ωB97M-V functional and the def2-TZVPD basis) on a structure of composition C7H11I2N2O2V.

Values from the calculation:
- Kohn-Sham gap (spin up / spin down): 3.2 / 4.8 eV
- Spin multiplicity: 3
- Net charge: -2
- HOMO energy (spin up / spin down): 0.057 / -0.002 Ha

Positions of all 25 atoms, in Å:
I -0.753 2.056 -2.439
I 0.228 0.822 3.560
V -0.889 1.462 1.368
O -2.853 0.439 1.035
O -1.179 3.130 1.222
N 0.380 -1.299 0.251
N 1.823 0.292 0.083
C 0.508 0.059 0.381
C 2.466 -0.874 -0.321
C -2.549 0.343 -1.481
C -0.799 -2.090 0.507
C 1.549 -1.859 -0.228
C -2.206 0.636 -0.020
C 2.483 1.561 0.167
H -0.491 -3.140 0.631
H -1.480 -2.059 -0.353
H 3.417 1.507 -0.409
H -3.194 -0.475 -1.363
H 2.754 1.799 1.206
H -3.184 1.109 -1.879
H -1.302 -1.774 1.422
H -1.724 -0.128 -2.087
H 1.677 -2.917 -0.403
H 3.499 -0.919 -0.588
H 1.820 2.320 -0.263


[6]
ORCA calculation (the ωB97M-V functional and the def2-TZVPD basis) on a structure of composition C7H11IN2.

Values from the calculation:
- Kohn-Sham gap: 9.1 eV
- HOMO energy: -0.333 Ha

Positions of all 21 atoms, in Å:
I 3.448 -0.051 -0.131
N -1.665 -2.146 0.062
N -0.576 -2.897 -0.303
C -2.285 0.134 0.385
C 0.982 1.385 1.342
C 0.875 1.521 -1.228
C 1.244 0.753 -0.032
C -1.254 -0.919 0.171
C 0.570 -2.164 -0.336
C 0.109 -0.891 -0.043
H 1.076 2.445 1.133
H -0.069 2.056 -1.097
H -0.616 -3.954 -0.416
H -1.941 0.845 1.040
H 1.555 2.426 -1.208
H 1.352 -2.458 -0.985
H -2.254 0.660 -0.653
H -3.255 -0.276 0.787
H -0.116 1.363 1.499
H 1.113 0.950 -2.209
H 1.706 1.218 2.223


[7]
ORCA calculation (the ωB97M-V functional and the def2-TZVPD basis) on the molecule C7H11N.

Values from the calculation:
- Kohn-Sham gap: 9.4 eV
- SMILES: C[C@]12N[C@H]1C[C@H]1C[C@@H]12
- HOMO energy: -0.308 Ha

Positions of all 19 atoms, in Å:
N 0.995 -1.452 -0.356
C -0.227 1.897 1.207
C -0.822 -0.991 1.205
C 0.413 0.720 0.399
C 0.450 -0.246 -0.797
C 0.588 0.241 -2.250
C -0.919 0.498 1.173
C -0.384 -1.383 -0.226
H 1.581 0.861 -2.196
H -1.747 -1.382 1.446
H -0.883 2.694 0.607
H 0.345 2.195 2.131
H -1.652 0.720 0.398
H -0.245 0.901 -2.478
H 0.589 -0.650 -3.006
H -0.751 -2.419 -0.594
H 1.101 0.311 1.062
H 1.625 -1.368 0.330
H -0.058 -1.144 1.944


[8]
ORCA calculation (the ωB97M-V functional and the def2-TZVPD basis) on the molecule C7H11N.

Values from the calculation:
- Kohn-Sham gap: 9.4 eV
- SMILES: C=C1[C@@H]2CC[C@H]1NC2
- HOMO energy: -0.308 Ha

Positions of all 19 atoms, in Å:
N -0.795 1.489 0.244
C -0.073 0.961 1.400
C 0.886 0.171 -0.566
C 2.077 0.260 -1.175
C -1.218 -0.762 -0.700
C -0.495 -1.446 0.498
C -0.466 0.647 -0.898
C 0.598 -0.327 0.849
H -1.128 -1.328 -1.615
H 0.071 -2.277 0.045
H -0.727 0.842 2.247
H -0.663 1.098 -1.936
H 0.683 1.671 1.761
H 1.415 -0.728 1.464
H -1.190 -1.608 1.329
H -2.278 -0.613 -0.509
H -1.782 1.551 0.368
H 2.191 0.458 -2.245
H 2.895 -0.059 -0.562


[9]
ORCA calculation (the ωB97M-V functional and the def2-TZVPD basis) on the molecule C7H11N.

Values from the calculation:
- Kohn-Sham gap: 8.8 eV
- SMILES: C=C(C)C(=C)/C=C/N
- HOMO energy: -0.282 Ha

Positions of all 19 atoms, in Å:
N 3.108 -0.687 -0.754
C -0.875 0.444 0.808
C -2.058 -0.248 1.404
C -0.580 -0.003 -0.720
C -0.057 1.248 1.436
C 1.912 0.011 -0.561
C -1.559 0.114 -1.611
C 0.739 -0.458 -1.053
H 3.001 -1.683 -0.933
H 0.754 -1.385 -1.627
H -0.204 1.654 2.420
H -1.450 -0.271 -2.612
H -2.315 0.191 2.368
H -1.846 -1.311 1.541
H -2.520 0.542 -1.367
H -2.927 -0.158 0.755
H 2.085 1.040 -0.290
H 0.943 1.434 0.903
H 3.849 -0.473 -0.105


[10]
ORCA calculation (the ωB97M-V functional and the def2-TZVPD basis) on the molecule C7H11N.

Values from the calculation:
- Kohn-Sham gap: 10.4 eV
- SMILES: [H]/N=C\[C@]1(C)C(=C)[C@H]1C
- HOMO energy: -0.349 Ha

Positions of all 19 atoms, in Å:
N 0.948 2.691 -0.489
C -0.287 0.266 0.868
C -1.073 0.812 1.771
C 0.098 -2.186 0.415
C 1.283 1.449 -0.583
C 0.259 0.378 -0.439
C -0.549 0.017 -1.653
C 0.598 -0.795 0.604
H -0.054 2.771 -0.284
H 1.565 -0.770 1.091
H -0.970 -2.227 0.174
H -1.189 0.364 2.752
H 0.252 -2.770 1.327
H 0.073 -0.557 -2.349
H 2.324 1.157 -0.794
H -1.601 1.738 1.573
H -0.891 0.918 -2.173
H 0.647 -2.674 -0.396
H -1.433 -0.583 -1.416


[11]
ORCA calculation (the ωB97M-V functional and the def2-TZVPD basis) on the molecule C7H11N.

Values from the calculation:
- Kohn-Sham gap: 8.8 eV
- SMILES: Cc1c[nH]c(C)c1C
- HOMO energy: -0.285 Ha

Positions of all 19 atoms, in Å:
N -1.389 1.179 -0.098
C -1.417 0.477 1.097
C 1.709 -0.764 -0.593
C 0.350 -0.198 -0.211
C -0.304 -0.333 1.123
C -0.101 1.303 -2.207
C -0.321 0.788 -0.859
C 0.007 -1.401 2.229
H 0.897 1.259 -2.509
H 2.009 -1.584 0.137
H 0.110 -2.430 1.916
H -2.129 0.560 1.826
H -1.005 0.823 -2.688
H -0.262 2.325 -2.457
H 1.696 -1.328 -1.447
H -2.036 1.826 -0.470
H -1.026 -1.401 2.770
H 0.718 -1.083 2.905
H 2.494 -0.020 -0.464


[12]
ORCA calculation (the ωB97M-V functional and the def2-TZVPD basis) on a structure of composition C7H11N.

Values from the calculation:
- Kohn-Sham gap: 9.1 eV
- HOMO energy: -0.296 Ha

Positions of all 19 atoms, in Å:
N -1.430 -1.085 0.547
C -0.184 1.343 -0.576
C -0.116 -0.174 -0.350
C 1.282 1.493 -0.254
C -2.325 -0.421 1.104
C -0.021 -1.019 -1.605
C 1.552 -0.841 1.556
C 0.949 -0.228 0.578
H 0.763 -0.638 -2.260
H 1.582 2.162 0.544
H -3.183 -0.930 1.557
H -0.491 1.612 -1.586
H -0.818 1.851 0.148
H 2.558 -0.585 1.856
H -0.976 -0.984 -2.127
H -2.364 0.681 1.152
H 1.031 -1.588 2.140
H 0.206 -2.051 -1.351
H 1.985 1.402 -1.074